Computed, not measured: a 3-piece molecular cluster, C20H26BO3P overall, with ωB97M-V with the def2-TZVPD basis set.

```
! RIJCOSX wB97M-V def2-TZVPD def2/J DEFGRID3
* xyz 0 1
O 1.96490 3.85280 -0.34922
B 1.94213 3.87272 -1.72883
O 1.56044 5.05888 -2.29620
C 2.21829 2.56055 -2.54597
P 0.83364 1.26503 -2.27471
C -0.54044 -0.03637 -2.00425
O -0.03413 -1.29086 -1.51384
C 0.68276 -1.17103 -0.34553
C 0.01598 -0.90108 0.84592
C 0.73436 -0.75860 2.02394
C 2.11768 -0.90407 2.01987
C 2.77269 -1.20612 0.83426
C 2.06065 -1.34055 -0.35269
H 2.69157 3.33612 0.01008
H 1.43124 4.96058 -3.24411
H 2.39618 2.72362 -3.61404
H 3.12653 2.09030 -2.14299
H -0.06183 1.98582 -3.10767
H 0.81724 1.58434 -0.89264
H 1.62545 0.24347 -2.87246
H -1.28473 0.34470 -1.29345
H -1.01798 -0.27158 -2.95794
H -1.06502 -0.81151 0.82784
H 0.21126 -0.54290 2.94683
H 2.68153 -0.79381 2.93726
H 3.84939 -1.33415 0.83168
H 2.55453 -1.56668 -1.29023
C -1.28248 -7.19594 0.00437
C 0.04954 -6.90296 -0.25357
C 0.43003 -5.59951 -0.54200
C -0.51931 -4.58713 -0.57057
C -1.85070 -4.88144 -0.31123
C -2.23305 -6.18486 -0.02524
H -1.57988 -8.21236 0.22844
H 0.79116 -7.69120 -0.22892
H 1.46872 -5.37057 -0.74457
H -0.22541 -3.57218 -0.79669
H -2.59114 -4.09172 -0.33290
H -3.27223 -6.41351 0.17423
C -1.13690 3.15198 1.56631
C -0.91138 4.47879 1.22455
C -1.73330 5.47325 1.73703
C -2.77646 5.14195 2.59138
C -3.00053 3.81507 2.93245
C -2.18093 2.81937 2.41877
H -0.49214 2.37712 1.16758
H -0.09319 4.72893 0.56373
H -1.55967 6.50771 1.46987
H -3.41565 5.91822 2.99232
H -3.81319 3.55725 3.59949
H -2.35624 1.78413 2.68426
*
```

## Properties
LUMO, eV: 0.41
SMILES: OB(O)C[PH3]COc1ccccc1.c1ccccc1.c1ccccc1
HOMO, eV: -8.272

Table of Löwdin atomic charges, one value per atom, all in e: atom 1 (O): 0.121, atom 2 (B): -0.776, atom 3 (O): 0.162, atom 4 (C): -0.278, atom 5 (P): 0.830, atom 6 (C): -0.361, atom 7 (O): -0.160, atom 8 (C): -0.368, atom 9 (C): -0.026, atom 10 (C): -0.074, atom 11 (C): -0.092, atom 12 (C): -0.081, atom 13 (C): -0.033, atom 14 (H): 0.106, atom 15 (H): 0.097, atom 16 (H): 0.063, atom 17 (H): 0.066, atom 18 (H): 0.033, atom 19 (H): 0.025, atom 20 (H): 0.033, atom 21 (H): 0.080, atom 22 (H): 0.084, atom 23 (H): 0.122, atom 24 (H): 0.105, atom 25 (H): 0.101, atom 26 (H): 0.104, atom 27 (H): 0.115, atom 28 (C): -0.102, atom 29 (C): -0.100, atom 30 (C): -0.090, atom 31 (C): -0.080, atom 32 (C): -0.090, atom 33 (C): -0.100, atom 34 (H): 0.098, atom 35 (H): 0.098, atom 36 (H): 0.100, atom 37 (H): 0.077, atom 38 (H): 0.100, atom 39 (H): 0.098, atom 40 (C): -0.091, atom 41 (C): -0.081, atom 42 (C): -0.090, atom 43 (C): -0.100, atom 44 (C): -0.102, atom 45 (C): -0.100, atom 46 (H): 0.080, atom 47 (H): 0.086, atom 48 (H): 0.101, atom 49 (H): 0.098, atom 50 (H): 0.098, atom 51 (H): 0.095

Computed, not measured: a 2-piece molecular cluster, C4H10N2O overall at a distorted geometry, with ωB97M-V with the def2-TZVPD basis set.

```
! RIJCOSX wB97M-V def2-TZVPD def2/J DEFGRID3
* xyz 1 2
C 2.71284 0.45726 0.35072
N 2.46544 0.67878 -1.03885
C -0.54086 0.35650 -1.22478
C -1.70941 -0.05852 -0.57959
C -1.69151 -0.36922 0.88464
N -2.88086 -0.82311 1.39253
O -0.70345 -0.13964 1.53087
H 3.54674 1.02807 0.74190
H 1.84580 0.72393 0.95519
H 2.99502 -0.58353 0.55256
H 3.22611 0.23013 -1.54395
H 0.02098 1.06922 -0.59605
H -0.63656 0.71933 -2.23208
H 0.18081 -0.48301 -1.17475
H -2.64612 -0.17980 -1.11471
H -3.43511 -1.41444 0.77548
H -2.74987 -1.21194 2.32088
*
```

## Properties
LUMO (alpha / beta), eV: -7.93 / -7.92
Energy above the lowest of the compared OMol25 structures with the same formula, charge and spin, kcal per mole: 76.6
Expectation value of S²: 0.754
HOMO (alpha / beta), eV: -13.327 / -13.694

Table of Löwdin atomic charges, one value per atom, all in e: atom 1 (C): -0.208, atom 2 (N): 0.035, atom 3 (C): -0.006, atom 4 (C): 0.219, atom 5 (C): -0.495, atom 6 (N): 0.205, atom 7 (O): 0.146, atom 8 (H): 0.088, atom 9 (H): 0.048, atom 10 (H): 0.090, atom 11 (H): 0.045, atom 12 (H): 0.131, atom 13 (H): 0.117, atom 14 (H): 0.166, atom 15 (H): 0.154, atom 16 (H): 0.127, atom 17 (H): 0.139

Computed, not measured: one molecule with the formula C5H12N2 at a distorted geometry, with ωB97M-V with the def2-TZVPD basis set.

```
! RIJCOSX wB97M-V def2-TZVPD def2/J DEFGRID3
* xyz 0 1
C 1.25561 1.22897 -1.16036
C 0.24826 0.06238 -1.27227
C -0.74945 0.35052 -0.04145
C -0.10336 -0.17177 1.20126
C -0.58796 -1.27639 1.77546
N -0.44423 -1.62828 3.13653
N -0.50908 0.19167 -2.51568
H 0.94211 2.17103 -1.61788
H 2.12026 0.85486 -1.72892
H 1.57196 1.35273 -0.13479
H 0.75305 -0.90893 -1.24976
H -0.96566 1.41160 -0.18112
H -1.65469 -0.22204 -0.26116
H 0.71008 0.34866 1.70272
H -1.45147 -1.73173 1.30426
H 0.13015 -2.40712 3.40872
H -0.44673 -0.80968 3.71724
H 0.09980 0.09333 -3.32796
H -0.91866 1.09019 -2.75485
*
```

## Properties
LUMO, eV: 1.21
Energy above the lowest of the compared OMol25 structures with the same formula, charge and spin, kcal per mole: 40.6
SMILES: C[C@H](N)C/C=C/N
HOMO, eV: -8.504

Table of Löwdin atomic charges, one value per atom, all in e: atom 1 (C): -0.092, atom 2 (C): -0.422, atom 3 (C): -0.172, atom 4 (C): -0.125, atom 5 (C): -0.224, atom 6 (N): 0.017, atom 7 (N): -0.001, atom 8 (H): 0.078, atom 9 (H): 0.073, atom 10 (H): 0.053, atom 11 (H): 0.136, atom 12 (H): 0.110, atom 13 (H): 0.099, atom 14 (H): 0.102, atom 15 (H): 0.100, atom 16 (H): 0.067, atom 17 (H): 0.066, atom 18 (H): 0.065, atom 19 (H): 0.067